No. 1
{"formula": "C64H50N10O4P2SSeZr", "method": "wB97M-V/def2-TZVPD", "symbols": ["Zr", "C", "O", "C", "C", "C", "C", "C", "C", "N", "N", "C", "C", "C", "C", "O", "C", "N", "C", "C", "C", "C", "H", "H", "H", "H", "H", "H", "H", "H", "H", "H", "H", "H", "C", "C", "C", "C", "C", "C", "C", "S", "O", "O", "N", "C", "C", "C", "C", "C", "N", "H", "H", "H", "H", "H", "H", "H", "H", "H", "H", "H", "Se", "N", "C", "C", "C", "C", "C", "N", "C", "C", "N", "C", "C", "C", "C", "C", "N", "H", "H", "H", "H", "H", "H", "N", "P", "C", "C", "C", "C", "C", "C", "C", "C", "C", "C", "C", "C", "P", "C", "C", "C", "C", "C", "C", "C", "C", "C", "C", "C", "C", "H", "H", "H", "H", "H", "H", "H", "H", "H", "H", "H", "H", "H", "H", "H", "H", "H", "H", "H", "H", "H"], "coordinates": [[-0.913, 0.485, 0.179], [5.190, 4.132, 6.022], [6.233, 3.893, 5.101], [6.183, 2.836, 4.285], [5.109, 1.942, 4.203], [5.147, 0.894, 3.311], [6.270, 0.687, 2.498], [7.366, 1.557, 2.621], [7.311, 2.626, 3.474], [6.439, -0.348, 1.608], [5.540, -1.037, 1.148], [4.182, -0.952, 1.192], [3.437, -1.936, 1.839], [2.052, -1.958, 1.775], [1.351, -1.007, 1.042], [0.018, -1.008, 0.906], [2.079, -0.026, 0.333], [1.348, 0.834, -0.432], [2.004, 1.684, -1.204], [3.397, 1.766, -1.251], [4.149, 0.930, -0.456], [3.503, 0.002, 0.370], [5.512, 4.988, 6.611], [5.037, 3.275, 6.683], [4.254, 4.373, 5.508], [4.246, 2.058, 4.839], [4.322, 0.199, 3.275], [8.233, 1.377, 2.009], [8.132, 3.316, 3.572], [3.966, -2.686, 2.406], [1.504, -2.716, 2.311], [1.402, 2.318, -1.843], [3.868, 2.460, -1.929], [5.228, 0.960, -0.490], [-4.371, 4.596, -6.411], [-3.871, 4.031, -5.123], [-3.442, 2.707, -5.041], [-2.979, 2.186, -3.846], [-2.969, 2.977, -2.710], [-3.378, 4.301, -2.769], [-3.818, 4.821, -3.972], [-2.382, 2.342, -1.157], [-2.615, 0.862, -1.072], [-2.973, 3.037, -0.044], [-0.792, 2.439, -1.099], [-0.349, 3.197, -0.027], [0.076, 4.523, -0.139], [0.465, 5.195, 1.001], [0.394, 4.539, 2.225], [-0.049, 3.232, 2.254], [-0.398, 2.555, 1.155], [-4.516, 3.812, -7.151], [-3.652, 5.313, -6.810], [-5.309, 5.128, -6.265], [-3.475, 2.070, -5.915], [-2.649, 1.163, -3.788], [-3.361, 4.895, -1.870], [-4.148, 5.848, -4.022], [0.079, 5.001, -1.105], [0.799, 6.220, 0.952], [0.675, 5.036, 3.138], [-0.150, 2.708, 3.196], [-3.383, -3.011, 6.998], [-1.797, -2.567, 6.410], [-1.918, -1.758, 5.375], [-0.833, -1.113, 4.695], [0.482, -1.137, 5.175], [1.427, -0.380, 4.520], [1.039, 0.366, 3.405], [-0.191, 0.377, 2.916], [-1.126, -0.352, 3.543], [-2.487, -0.220, 3.048], [-2.687, 0.394, 1.858], [-3.946, 0.678, 1.528], [-5.048, 0.393, 2.334], [-4.862, -0.305, 3.505], [-3.557, -0.656, 3.860], [-3.268, -1.471, 5.006], [-4.179, -2.047, 5.769], [0.710, -1.715, 6.058], [2.445, -0.346, 4.869], [1.749, 1.017, 2.906], [-4.102, 1.192, 0.591], [-6.032, 0.691, 2.014], [-5.680, -0.589, 4.147], [-0.260, -2.548, -1.967], [0.090, -3.236, -0.409], [0.136, -5.004, -0.889], [-0.572, -5.989, -0.213], [-0.315, -7.328, -0.454], [0.650, -7.700, -1.374], [1.371, -6.725, -2.046], [1.127, -5.387, -1.794], [-1.565, -3.054, 0.391], [-2.604, -2.320, -0.173], [-3.809, -2.172, 0.499], [-3.989, -2.762, 1.740], [-2.934, -3.439, 2.335], [-1.721, -3.552, 1.683], [-0.611, -0.915, -2.252], [-1.790, -1.206, -3.641], [-1.299, -1.689, -4.853], [-2.158, -1.947, -5.905], [-3.520, -1.731, -5.761], [-4.021, -1.278, -4.552], [-3.163, -1.022, -3.495], [0.817, -0.319, -3.240], [2.079, -0.855, -3.017], [3.165, -0.393, -3.737], [2.994, 0.595, -4.693], [1.739, 1.144, -4.912], [0.654, 0.700, -4.177], [-0.265, -3.188, -2.756], [-1.333, -5.710, 0.500], [-0.861, -8.082, 0.092], [0.847, -8.745, -1.559], [2.141, -7.010, -2.746], [1.712, -4.627, -2.296], [-2.531, -1.980, -1.197], [-4.624, -1.643, 0.023], [-4.948, -2.707, 2.231], [-3.065, -3.891, 3.307], [-0.889, -4.061, 2.153], [-0.239, -1.849, -4.987], [-1.765, -2.319, -6.840], [-4.191, -1.931, -6.581], [-5.082, -1.118, -4.424], [-3.561, -0.647, -2.562], [2.202, -1.635, -2.277], [4.145, -0.804, -3.553], [3.842, 0.942, -5.263], [1.604, 1.912, -5.659], [-0.327, 1.132, -4.334]], "multiplicity": 1, "orbital_gap_ev": 6.176, "total_charge": 2, "total_energy_ev": -186300.687}

=====

No. 2
{"formula": "C31H29F4N10O7PbS3", "method": "wB97M-V/def2-TZVPD", "symbols": ["Pb", "N", "C", "C", "N", "C", "C", "N", "C", "C", "N", "H", "H", "H", "H", "H", "H", "H", "H", "H", "H", "H", "H", "H", "H", "H", "H", "H", "H", "O", "C", "O", "C", "O", "C", "C", "O", "O", "H", "H", "H", "H", "H", "O", "C", "O", "H", "F", "C", "C", "F", "C", "C", "C", "F", "C", "C", "C", "N", "C", "N", "F", "C", "C", "N", "C", "N", "S", "C", "S", "C", "N", "N", "C", "C", "C", "C", "C", "C", "S", "H", "H", "H", "H", "H"], "coordinates": [[0.340, 0.074, 0.417], [-1.610, 0.124, 2.281], [-2.946, -0.140, 1.768], [-3.002, -1.533, 1.162], [-2.220, -1.723, -0.070], [-2.979, -1.423, -1.270], [-2.602, -0.078, -1.880], [-1.016, 1.661, -2.993], [-1.616, -3.054, -0.151], [-0.429, -3.258, 0.758], [0.739, -2.449, 0.338], [-1.407, -0.482, 3.071], [-1.514, 1.078, 2.624], [-3.184, 0.621, 1.021], [-3.704, -0.083, 2.553], [-4.053, -1.795, 0.989], [-2.632, -2.230, 1.918], [-4.051, -1.396, -1.046], [-2.830, -2.206, -2.011], [-2.307, 0.650, -1.123], [-3.429, 0.325, -2.465], [-0.077, 1.892, -3.301], [-1.689, 2.139, -3.584], [-1.261, -3.188, -1.167], [-2.355, -3.841, 0.061], [-0.201, -4.327, 0.740], [-0.672, -2.998, 1.791], [0.938, -2.637, -0.644], [1.548, -2.740, 0.876], [-1.424, 4.474, -0.519], [-0.701, 3.445, -0.063], [-1.200, 2.443, 0.401], [0.769, 3.749, -0.154], [1.525, 2.635, 0.209], [2.616, 2.332, -0.671], [2.059, 1.661, -1.924], [2.072, 2.281, -2.990], [1.514, 0.527, -1.712], [-2.357, 4.252, -0.411], [0.956, 4.570, 0.548], [0.995, 4.112, -1.159], [3.251, 1.647, -0.110], [3.172, 3.236, -0.918], [-1.069, -2.327, -3.344], [0.024, -3.001, -3.482], [0.699, -3.494, -2.586], [0.374, -3.119, -4.523], [3.965, 2.631, 3.097], [3.281, 3.707, 3.536], [3.928, 4.923, 3.528], [5.179, 4.937, 3.041], [3.353, 6.108, 4.016], [2.052, 5.909, 4.505], [1.411, 4.689, 4.499], [0.144, 4.649, 4.954], [1.988, 3.527, 4.004], [1.289, 2.232, 3.916], [1.602, 1.260, 3.009], [1.698, 0.351, 2.266], [0.097, 1.886, 4.615], [-0.881, 1.496, 5.097], [1.355, 6.954, 4.974], [4.022, 7.383, 4.020], [5.270, 7.609, 3.382], [6.273, 7.857, 2.858], [3.499, 8.530, 4.672], [3.131, 9.493, 5.200], [-4.255, -1.340, -7.773], [-3.218, -0.745, -6.653], [-3.306, -1.272, -4.985], [-1.982, -0.233, -4.595], [-1.504, 0.410, -5.582], [-2.175, 0.147, -6.745], [-1.635, 0.788, -7.927], [-2.363, 0.894, -9.105], [-1.798, 1.527, -10.205], [-0.523, 2.058, -10.143], [0.198, 1.953, -8.962], [-0.347, 1.324, -7.857], [-1.143, -0.036, -3.017], [-3.358, 0.492, -9.168], [-2.373, 1.600, -11.119], [-0.092, 2.552, -11.005], [1.199, 2.360, -8.893], [0.225, 1.244, -6.948]], "multiplicity": 1, "orbital_gap_ev": 4.562, "total_charge": -1, "total_energy_ev": -110473.838}

=====

No. 3
{"formula": "C4H9N", "method": "wB97M-V/def2-TZVPD", "symbols": ["C", "C", "C", "C", "N", "H", "H", "H", "H", "H", "H", "H", "H", "H"], "coordinates": [[1.137, 0.054, -2.339], [0.766, 0.199, -1.009], [0.187, -0.697, -0.015], [-1.036, -0.029, 0.800], [-0.625, 0.808, 1.930], [0.733, -0.777, -2.887], [1.565, 0.890, -2.855], [1.305, 0.834, -0.220], [0.290, -1.699, -0.734], [1.169, -0.694, 0.769], [-1.799, -0.923, 1.260], [-1.833, 0.735, 0.234], [-1.591, 1.015, 2.227], [-0.269, 0.284, 2.840]], "multiplicity": 1, "smiles": "C=CCCN", "orbital_gap_ev": 10.163, "total_energy_ev": -5779.745}

=====

Calculated energy above the lowest of the compared OMol25 structures with the same formula, charge and spin, 210.9 134.9 392.4 kJ/mol (same order as the records).